Entry from OMol25: the molecule C3H3NO (ωB97M-V/def2-TZVPD).

Cartesian coordinates (Å):
O (-1.99, 0.50, -0.27)
C (-0.85, 0.64, 0.07)
C (0.12, -0.54, 0.14)
C (1.65, 0.27, -0.97)
N (1.64, -0.23, 0.12)
H (-0.44, 1.63, 0.38)
H (-0.19, -1.29, -0.60)
H (0.06, -0.97, 1.13)

Highest occupied orbital energy   -0.392 hartree
HOMO-LUMO gap   0.4032 Ha
Strongest force on any atom   0.02775 hartree/bohr
LUMO energy   0.0110 Ha